This record from OMol25 describes a molecular structure, C35H32N9OS2V. The level of theory is ωB97M-V with the def2-TZVPD basis set.

```
80
Properties=species:S:1:pos:R:3:forces:R:3
V -0.184 -0.108 -0.510 -0.942 -0.062 -0.515
N 3.959 -1.266 0.666 -0.088 0.063 -0.131
C 2.985 -0.543 0.079 0.068 0.233 0.006
S 2.591 -0.772 -1.566 0.287 0.179 -0.054
N 2.435 0.389 0.858 -0.180 -0.485 0.120
N 1.321 0.917 0.323 0.522 1.283 0.449
C 1.045 2.165 0.553 0.027 -0.040 -0.051
C 1.899 3.064 1.353 -0.022 0.062 0.022
C 2.278 4.300 0.835 0.057 0.061 -0.102
C 3.110 5.142 1.557 0.044 0.024 0.023
C 3.567 4.757 2.810 -0.023 -0.078 0.023
C 3.185 3.528 3.339 0.026 0.074 0.003
C 2.358 2.684 2.615 -0.122 0.028 0.042
C -0.146 2.647 -0.167 0.088 -0.366 -0.168
C -0.724 3.876 0.046 -0.304 0.423 0.060
C -1.791 4.273 -0.752 0.086 0.082 0.145
C -2.216 3.454 -1.784 -0.134 0.254 -0.027
C -1.620 2.225 -1.924 0.492 -0.375 0.150
N -0.639 1.794 -1.109 -0.306 1.057 -0.262
H 4.577 -1.791 0.081 0.116 -0.106 -0.051
H 4.232 -1.041 1.607 -0.009 0.018 0.030
H 1.943 4.597 -0.154 0.037 -0.018 0.061
H 3.411 6.093 1.136 -0.021 -0.043 0.021
H 4.222 5.411 3.373 -0.046 -0.044 -0.037
H 3.544 3.222 4.316 -0.061 0.044 -0.079
H 2.052 1.732 3.028 0.071 -0.003 -0.047
H -0.349 4.503 0.842 -0.034 0.030 -0.036
H -2.277 5.225 -0.574 0.065 -0.034 -0.012
H -3.016 3.744 -2.453 0.094 -0.016 0.044
H -1.913 1.557 -2.718 -0.004 -0.120 0.007
N -2.131 -0.928 -1.233 -0.125 0.783 0.138
C -3.311 -0.084 -1.197 0.250 -0.356 -0.029
C -4.139 -0.021 -2.305 -0.002 -0.035 -0.163
C -5.238 0.823 -2.305 -0.008 0.070 -0.013
C -5.481 1.618 -1.191 -0.021 -0.020 -0.004
C -4.651 1.530 -0.084 -0.088 0.086 0.026
C -3.563 0.656 -0.050 0.166 0.080 0.247
C -2.723 0.511 1.178 0.127 -0.062 0.035
C -3.359 0.722 2.408 -0.067 -0.021 0.049
C -2.681 0.620 3.611 0.084 -0.022 -0.026
C -1.331 0.294 3.611 -0.112 0.024 0.031
C -0.685 0.073 2.405 0.040 -0.036 -0.182
C -1.352 0.163 1.178 -0.026 0.284 -0.028
H -2.219 -1.672 -0.550 -0.024 -0.177 0.066
H -2.019 -1.335 -2.154 0.039 -0.147 -0.155
H -3.915 -0.631 -3.175 -0.028 0.022 0.049
H -5.897 0.859 -3.165 0.091 0.021 0.076
H -6.325 2.300 -1.181 0.095 -0.062 0.005
H -4.842 2.172 0.769 0.012 -0.078 -0.067
H -4.420 0.949 2.426 0.091 -0.047 0.002
H -3.210 0.782 4.543 0.038 -0.004 -0.064
H -0.784 0.205 4.544 -0.058 0.006 -0.081
H 0.363 -0.204 2.412 -0.062 0.007 -0.007
O 0.243 -1.687 -0.370 0.229 -3.783 0.433
C 0.399 -3.054 -0.630 -0.005 0.602 0.219
C -0.010 -3.508 -1.871 -0.167 0.310 -0.230
C 0.083 -4.842 -2.218 -0.136 -0.053 -0.198
C 0.586 -5.749 -1.306 0.076 -0.112 0.011
C 0.998 -5.295 -0.069 0.040 -0.091 0.092
C 0.927 -3.954 0.304 0.186 0.340 0.607
C 1.424 -3.554 1.639 0.033 -0.083 -0.092
N 1.332 -2.371 2.183 -0.006 0.241 0.247
C 1.954 -2.454 3.409 -0.147 0.259 -0.156
C 2.433 -3.712 3.609 -0.022 -0.092 -0.096
N 2.089 -4.408 2.476 0.013 -0.001 0.003
H -0.386 -2.779 -2.575 0.030 0.050 -0.074
H -0.250 -5.173 -3.197 0.031 0.067 0.114
H 0.662 -6.799 -1.555 -0.007 0.033 0.031
H 1.383 -6.018 0.639 -0.033 0.015 -0.062
H 2.018 -1.600 4.076 -0.027 -0.196 -0.169
H 2.971 -4.161 4.431 -0.102 0.028 -0.159
H 2.285 -5.377 2.311 0.083 -0.091 0.001
N 1.369 -2.151 -5.082 0.082 -0.048 0.060
C 1.239 -0.947 -4.520 -0.477 0.032 -0.137
N 2.283 -0.125 -4.604 0.131 0.070 0.039
S -0.235 -0.449 -3.825 0.135 -0.029 -0.138
H 2.228 -2.454 -5.509 -0.006 -0.004 0.010
H 0.593 -2.783 -5.065 -0.135 -0.053 -0.011
H 3.194 -0.474 -4.855 -0.002 0.001 0.015
H 2.261 0.694 -4.025 0.004 0.147 0.100
```
Forces are in eV/Å.

Its HOMO energy (spin up / spin down) is -9.9 / -9.9 eV. The total charge is +1. Its spin multiplicity is 2. The LUMO energy (spin up / spin down) is -3.654 / -3.491 eV.

This record from OMol25 describes 2 unconnected molecules or ions with the total composition C5H8O. The level of theory is ωB97M-V with the def2-TZVPD basis set.

```
14
Properties=species:S:1:pos:R:3:forces:R:3
C 1.383 1.690 -0.215 -0.095 0.048 -0.051
C 0.250 1.975 -0.817 -0.547 0.238 -0.391
O -0.732 2.257 -1.383 0.907 -0.201 0.467
H 1.388 1.077 0.677 -0.070 0.080 -0.178
H 2.297 2.096 -0.625 -0.087 0.005 0.040
C -1.520 -0.089 0.608 0.072 -0.118 -0.083
C -0.740 -0.826 -0.179 -0.149 0.080 0.114
C 0.353 -1.738 0.293 0.023 -0.020 0.049
H -1.404 -0.087 1.690 -0.004 -0.059 -0.139
H -2.294 0.551 0.194 0.117 -0.116 0.070
H -0.888 -0.775 -1.259 -0.019 -0.024 0.157
H 0.089 -2.784 0.099 0.059 0.124 0.017
H 1.291 -1.538 -0.240 -0.154 -0.011 0.073
H 0.533 -1.626 1.367 -0.054 -0.025 -0.145
```
Forces are in eV/Å.

Its HOMO energy is -9.2 eV. Its spin multiplicity is 1. Its SMILES is C=C=O.C=CC. The LUMO energy is 0.987 eV.

This record from OMol25 describes a molecular structure, C44H52BBrGeMoN3O4Te. The level of theory is ωB97M-V with the def2-TZVPD basis set.

```
108
Properties=species:S:1:pos:R:3:forces:R:3
Mo 0.887 1.771 0.251 -1.990 0.037 2.219
N 2.645 3.333 -0.675 -0.326 -0.198 0.138
C 3.630 3.421 0.403 0.344 0.340 0.529
C 2.844 3.718 1.683 1.349 0.415 -0.646
O 3.243 4.524 2.506 -0.171 -0.367 -0.103
N 1.680 3.047 1.701 -0.481 -0.553 0.155
C 0.762 3.476 2.745 -0.457 0.173 0.393
C -0.490 3.575 1.895 -0.064 2.122 0.947
O -0.808 4.665 1.387 -0.097 -0.038 0.732
O -1.009 2.486 1.554 0.543 -1.635 -1.158
H 3.082 3.049 -1.552 -0.240 -0.160 0.168
H 2.270 4.275 -0.823 -0.005 -0.325 -0.007
H 4.367 4.215 0.247 -0.100 -0.135 0.059
H 4.148 2.465 0.509 -0.023 0.079 -0.086
H 1.069 4.444 3.154 -0.054 -0.291 -0.164
H 0.684 2.731 3.543 -0.072 0.137 -0.114
C -5.282 -3.313 1.800 0.016 0.170 0.019
C -5.289 -1.794 2.022 -0.232 -0.074 0.037
C -5.558 -1.514 3.502 0.100 -0.019 -0.269
C -6.424 -1.156 1.206 0.137 -0.024 0.061
C -3.957 -1.233 1.555 0.172 0.029 -0.018
C -2.991 -0.764 2.432 -0.098 -0.132 -0.041
C -1.808 -0.261 1.937 0.849 0.403 -0.120
Br -0.424 0.172 3.184 -0.311 -0.309 0.051
C -1.518 -0.158 0.558 -2.263 -1.038 1.379
O -0.426 0.419 0.148 2.160 1.128 -0.593
C -2.441 -0.798 -0.323 0.646 0.274 -0.127
C -3.628 -1.272 0.199 -0.030 0.038 0.136
C -2.062 -1.025 -1.781 0.096 0.015 -0.291
C -3.085 -1.877 -2.536 0.134 0.164 0.183
C -0.722 -1.772 -1.828 0.019 0.118 0.072
C -1.945 0.312 -2.514 0.009 -0.081 0.192
H -6.216 -3.747 2.151 -0.126 -0.074 0.018
H -4.462 -3.770 2.349 0.086 -0.088 0.076
H -5.161 -3.557 0.748 -0.009 -0.056 -0.126
H -6.554 -1.867 3.761 -0.081 -0.037 0.037
H -5.510 -0.448 3.706 -0.005 0.156 0.106
H -4.846 -2.029 4.140 0.101 -0.058 0.142
H -7.390 -1.526 1.545 -0.063 -0.062 0.034
H -6.332 -1.380 0.146 -0.037 -0.004 -0.093
H -6.411 -0.074 1.328 -0.035 0.114 -0.013
H -3.133 -0.807 3.499 -0.005 0.055 0.084
H -4.335 -1.722 -0.478 -0.022 -0.049 -0.097
H -3.215 -2.848 -2.066 -0.082 -0.164 0.042
H -2.723 -2.039 -3.548 0.041 -0.007 -0.110
H -4.045 -1.372 -2.606 -0.210 0.005 -0.008
H -0.786 -2.702 -1.267 0.038 -0.116 0.039
H 0.086 -1.173 -1.411 0.012 -0.134 -0.021
H -0.463 -2.008 -2.858 0.022 -0.009 -0.148
H -2.925 0.776 -2.598 -0.079 0.073 -0.020
H -1.550 0.162 -3.516 0.064 0.003 -0.119
H -1.278 0.989 -1.980 -0.037 0.043 -0.127
C -0.479 3.440 -3.120 0.284 -0.141 0.070
Te -0.567 3.906 -0.985 -0.072 0.537 -1.847
C -2.669 3.509 -1.235 0.008 -0.211 0.407
C -2.945 3.360 -2.704 0.220 0.115 -0.179
C -4.247 3.235 -3.177 -0.017 0.030 0.084
C -4.497 3.073 -4.528 -0.094 -0.018 0.134
C -3.442 3.019 -5.423 0.049 -0.021 -0.035
C -2.146 3.131 -4.959 -0.029 0.003 -0.060
C -1.888 3.312 -3.607 -0.190 0.087 0.197
H 0.078 2.527 -3.343 0.005 0.012 0.181
H 0.024 4.245 -3.661 0.056 0.078 0.222
H -3.221 4.342 -0.795 0.197 -0.029 0.059
H -2.924 2.603 -0.674 0.121 0.096 -0.009
H -5.066 3.260 -2.474 -0.138 0.027 0.074
H -5.514 2.987 -4.881 -0.076 -0.010 -0.009
H -3.633 2.890 -6.477 0.000 -0.030 -0.125
H -1.313 3.072 -5.642 0.107 0.010 -0.155
B 1.929 0.380 -4.015 0.323 -0.348 -0.495
C 1.663 0.766 -2.570 -0.396 0.659 1.840
N 1.455 1.136 -1.476 0.801 -1.440 -3.316
H 2.284 1.378 -4.573 0.022 0.350 -0.124
H 0.916 -0.065 -4.460 -0.408 -0.043 -0.120
H 2.793 -0.451 -4.038 0.185 -0.153 0.104
C 4.225 0.014 -0.759 -0.482 0.108 0.522
Ge 2.941 -0.045 0.824 1.233 -0.262 -0.515
C 4.151 0.130 2.429 -0.799 0.182 -0.567
C 3.736 -0.487 3.603 -0.072 0.024 -0.074
C 4.607 -0.647 4.664 -0.054 -0.003 0.120
C 5.904 -0.172 4.572 0.043 0.057 0.060
C 6.314 0.489 3.427 0.112 0.070 0.017
C 5.438 0.651 2.368 -0.066 -0.026 -0.203
C 2.386 -1.992 0.919 -0.494 0.970 0.000
C 1.056 -2.274 1.080 0.177 0.352 -0.007
C 0.555 -3.582 1.122 0.017 -0.381 0.017
C 1.406 -4.631 0.946 -0.282 0.122 0.010
C 2.782 -4.400 0.741 0.168 0.219 -0.031
C 3.658 -5.476 0.491 0.164 -0.130 -0.018
C 4.993 -5.270 0.295 -0.151 -0.155 0.003
C 5.514 -3.971 0.389 0.048 0.226 -0.001
C 4.690 -2.908 0.629 0.243 0.042 0.015
C 3.297 -3.073 0.768 -0.116 -0.298 0.010
H 5.256 0.037 -0.421 0.122 -0.017 0.106
H 4.068 0.852 -1.432 -0.033 0.103 0.019
H 4.081 -0.894 -1.337 -0.056 -0.100 -0.086
H 2.722 -0.857 3.673 -0.077 -0.179 0.048
H 4.271 -1.149 5.559 -0.010 -0.052 0.135
H 6.590 -0.298 5.397 0.066 -0.047 0.076
H 7.321 0.871 3.348 0.070 0.050 0.042
H 5.783 1.166 1.480 0.042 -0.021 -0.075
H 0.355 -1.465 1.165 0.002 -0.018 0.059
H -0.504 -3.735 1.277 -0.090 -0.063 -0.001
H 1.040 -5.648 0.949 -0.013 -0.105 -0.008
H 3.243 -6.473 0.451 -0.024 -0.124 -0.013
H 5.650 -6.097 0.074 0.040 -0.088 0.026
H 6.575 -3.818 0.265 0.104 0.064 0.022
H 5.108 -1.918 0.733 0.081 0.064 -0.034
```
Forces are in eV/Å.

Its HOMO energy (spin up / spin down) is -8.1 / -8.2 eV. Its spin multiplicity is 2. The LUMO energy (spin up / spin down) is -2.752 / -1.844 eV.

The energy relative to the best compared isomer or geometry (same formula, charge and spin) results, record by record, are as follows: 36.8, 42.9, 54.9 kcal per mole.
The total energy results, record by record, are as follows: -3661.25129, -270.48948, -7185.06749 a.u..